Entry 1:
This record from the Open Molecules 2025 dataset describes a single C9H8ClNOS molecule in a non-equilibrium geometry. The level of theory is ωB97M-V/def2-TZVPD.

Output
**Maximum force**: 4.43 eV Å⁻¹
**HOMO level**: -0.2975 Eh
**Gap between HOMO and LUMO**: 8.4 eV
**Energy above the lowest of the compared OMol25 structures with the same formula, charge and spin**: 568.60 kJ/mol
**Energy**: -36351.3865 eV

Atoms and positions in Å:
C1 -2.85 -0.38 0.25
C2 -2.65 1.02 -0.06
C3 -1.83 -1.24 0.40
C4 -1.32 1.38 -0.28
C5 -0.48 -0.81 0.29
C6 -0.28 0.50 0.09
C7 0.51 -1.94 0.37
C8 1.77 -2.01 0.07
C9 1.15 1.14 -0.08
N1 1.93 0.82 0.99
O1 2.92 -1.90 -0.14
S1 1.59 0.71 -1.91
Cl1 3.55 0.75 0.62
H1 -3.93 -0.64 0.51
H2 -3.45 1.65 -0.31
H3 -2.03 -2.27 0.76
H4 -1.08 2.32 -0.91
H5 0.23 -2.93 0.79
H6 1.13 2.35 -0.20
H7 3.74 -0.54 0.90
H8 1.39 2.01 -2.16

Entry 2:
This record from the Open Molecules 2025 dataset describes 2 unconnected molecules or ions with the total composition C9H8ClNOS in a non-equilibrium geometry. The level of theory is ωB97M-V/def2-TZVPD.

Output
**Maximum force**: 6.26 eV Å⁻¹
**HOMO level**: -0.3182 Eh
**Structure (SMILES)**: O=C=Cc1ccccc1/C=N/Cl.S
**Gap between HOMO and LUMO**: 8.0 eV
**Energy above the lowest of the compared OMol25 structures with the same formula, charge and spin**: 305.03 kJ/mol
**Energy**: -36354.1182 eV

Atoms and positions in Å:
O1 -1.70 1.22 3.19
C1 -1.64 1.57 2.08
C2 -1.47 1.84 0.82
C3 -0.97 0.72 -0.05
C4 -1.61 -0.55 -0.28
C5 -0.96 -1.48 -0.90
C6 0.26 -1.30 -1.52
C7 0.85 -0.07 -1.52
C8 0.23 1.00 -0.72
C9 1.05 2.05 -0.47
N1 0.72 3.05 0.31
Cl1 1.97 3.97 0.98
H1 -1.56 2.75 0.28
H2 -2.60 -0.69 0.16
H3 -1.52 -2.40 -1.05
H4 0.62 -2.13 -2.12
H5 1.86 0.13 -1.90
H6 1.95 2.13 -0.93
S1 1.51 -0.45 1.91
H7 2.77 -0.98 1.83
H8 1.65 0.62 0.98

Entry 3:
This record from the Open Molecules 2025 dataset describes a gas-phase ion, C9H8ClO3S (charge -1) in a non-equilibrium geometry. The level of theory is ωB97M-V/def2-TZVPD.

Output
**Net charge**: -1
**Maximum force**: 5.63 eV Å⁻¹
**HOMO level**: -0.1048 Eh
**Gap between HOMO and LUMO**: 6.3 eV
**Energy above the lowest of the compared OMol25 structures with the same formula, charge and spin**: 392.30 kJ/mol
**Energy**: -38959.4188 eV

Atoms and positions in Å:
C1 -1.27 -0.97 -0.25
C2 -0.59 -1.28 -1.44
C3 -0.57 -1.05 0.97
C4 0.76 -1.73 -1.43
C5 0.78 -1.37 0.93
C6 1.45 -1.90 -0.19
C7 2.56 0.78 -0.93
C8 3.16 3.00 -1.72
C9 2.84 -0.03 0.28
O1 2.46 0.20 -2.01
O2 2.46 2.22 -0.53
O3 3.79 -2.42 1.27
S1 3.32 -1.87 -0.07
Cl1 3.59 0.46 1.75
H1 -2.28 -0.71 -0.39
H2 -1.00 -1.26 -2.44
H3 -1.14 -0.85 1.83
H4 1.29 -2.22 -2.22
H5 1.18 -1.56 1.92
H6 3.77 2.10 -1.96
H7 2.47 3.40 -2.55
H8 3.61 4.05 -1.32

Entry 4:
This record from the Open Molecules 2025 dataset describes a molecular structure, C9H8ClO3S in a non-equilibrium geometry. The level of theory is ωB97M-V/def2-TZVPD.

Output
**Spin multiplicity**: 3
**Net charge**: -1
**Maximum force**: 3.69 eV Å⁻¹
**HOMO level (spin up / spin down)**: -0.0192 / -0.1921 Eh
**Gap between HOMO and LUMO (spin up / spin down)**: 3.6 / 6.0 eV
**Energy**: -38959.4471 eV

Atoms and positions in Å:
C1 -4.00 -0.18 0.00
C2 -3.37 -0.32 -1.29
C3 -3.18 -0.18 1.11
C4 -2.00 -0.39 -1.39
C5 -1.84 -0.44 0.94
C6 -1.19 -0.56 -0.28
C7 3.54 1.22 1.18
C8 3.27 0.04 -1.04
C9 3.48 1.13 -0.37
O1 2.80 0.39 1.83
O2 4.26 2.14 1.62
O3 1.18 -1.34 1.00
S1 0.59 -0.86 -0.39
Cl1 3.71 2.72 -1.09
H1 -5.10 -0.30 0.13
H2 -3.92 -0.42 -2.16
H3 -3.52 -0.30 2.05
H4 -1.63 -0.45 -2.42
H5 -1.27 -0.68 1.82
H6 3.27 -0.97 -0.50
H7 2.00 -0.43 1.31
H8 2.92 0.17 -2.06

Entry 5:
This record from the Open Molecules 2025 dataset describes a gas-phase ion, C9H8F3N3 (charge +2) in a non-equilibrium geometry. The level of theory is ωB97M-V/def2-TZVPD.

Output
**Net charge**: +2
**Maximum force**: 2.92 eV Å⁻¹
**HOMO level (spin up / spin down)**: -0.6228 / -0.6511 Eh
**Gap between HOMO and LUMO (spin up / spin down)**: 5.8 / 7.3 eV
**Energy**: -22063.9853 eV

Atoms and positions in Å:
C1 -1.09 2.38 0.24
C2 -2.28 1.65 0.15
C3 0.12 1.75 0.17
C4 -1.05 -0.42 -0.10
C5 -2.24 0.25 -0.02
C6 0.18 0.32 -0.01
C7 2.80 -1.19 1.83
C8 2.44 -0.80 -0.41
C9 -3.57 -0.53 -0.07
N1 3.24 -1.32 0.64
N2 1.32 -0.30 -0.01
N3 2.87 -0.86 -1.65
F1 -3.39 -1.74 -0.59
F2 -4.03 -0.67 1.17
F3 -4.46 0.13 -0.79
H1 -1.14 3.46 0.37
H2 -3.24 2.15 0.21
H3 1.05 2.31 0.26
H4 -1.02 -1.50 -0.23
H5 3.27 -1.52 2.75
H6 4.13 -1.78 0.40
H7 3.77 -1.25 -1.90
H8 2.32 -0.51 -2.43

Entry 6:
This record from the Open Molecules 2025 dataset describes a single C9H8FNOS molecule in a non-equilibrium geometry. The level of theory is ωB97M-V/def2-TZVPD.

Output
**Maximum force**: 6.72 eV Å⁻¹
**HOMO level**: -0.3299 Eh
**Structure (SMILES)**: O=C1NC[C@@]1(F)Sc1ccccc1
**Gap between HOMO and LUMO**: 9.5 eV
**Energy above the lowest of the compared OMol25 structures with the same formula, charge and spin**: 0.00 kJ/mol
**Energy**: -26551.1743 eV

Atoms and positions in Å:
O1 -4.42 -0.02 -0.51
C1 -3.38 -0.35 -0.03
N1 -2.87 -1.63 0.08
C2 -1.49 -1.24 0.44
C3 -2.04 0.23 0.40
F1 -2.22 0.86 1.61
S1 -1.17 1.16 -0.93
C4 0.52 0.76 -0.45
C5 1.41 0.21 -1.48
C6 2.83 0.05 -1.20
C7 3.25 0.40 0.10
C8 2.30 0.98 1.05
C9 1.04 1.14 0.77
H1 -3.49 -2.42 0.00
H2 -0.95 -1.42 -0.55
H3 -1.07 -1.52 1.35
H4 1.00 0.04 -2.50
H5 3.37 -0.38 -2.00
H6 4.25 0.28 0.32
H7 2.76 1.38 1.98
H8 0.37 1.49 1.57

Entry 7:
This record from the Open Molecules 2025 dataset describes a single C9H8N2O molecule in a non-equilibrium geometry. The level of theory is ωB97M-V/def2-TZVPD.

Output
**Spin multiplicity**: 3
**Maximum force**: 6.27 eV Å⁻¹
**HOMO level (spin up / spin down)**: -0.2022 / -0.3314 Eh
**Gap between HOMO and LUMO (spin up / spin down)**: 6.2 / 6.9 eV
**Energy above the lowest of the compared OMol25 structures with the same formula, charge and spin**: 178.83 kJ/mol
**Energy**: -14482.7981 eV

Atoms and positions in Å:
C1 -1.16 0.95 -0.13
C2 0.95 -2.21 1.70
C3 -0.12 -1.71 2.39
C4 1.27 -1.53 0.49
C5 -0.77 -0.59 1.99
C6 0.53 -0.53 -0.09
C7 -0.44 -0.05 0.78
C8 0.83 0.14 -1.45
C9 -1.02 1.50 -1.59
N1 -2.21 0.85 -0.84
N2 -0.90 2.87 -1.61
O1 -0.17 0.63 -2.28
H1 1.58 -3.08 2.00
H2 -0.37 -2.00 3.31
H3 1.93 -2.06 -0.14
H4 -1.58 -0.21 2.57
H5 1.45 0.98 -1.05
H6 1.36 -0.59 -2.13
H7 -1.25 3.55 -2.29
H8 0.08 3.10 -1.62

Entry 8:
This record from the Open Molecules 2025 dataset describes a single C9H8N2O2S molecule in a non-equilibrium geometry. The level of theory is ωB97M-V/def2-TZVPD.

Output
**Maximum force**: 4.46 eV Å⁻¹
**HOMO level (spin up / spin down)**: -0.3246 / -0.2625 Eh
**Gap between HOMO and LUMO (spin up / spin down)**: 8.8 / 5.7 eV
**Energy above the lowest of the compared OMol25 structures with the same formula, charge and spin**: 585.10 kJ/mol
**Energy**: -27367.8015 eV

Atoms and positions in Å:
C1 2.51 2.17 0.64
C2 2.30 1.07 -0.22
C3 1.38 2.70 1.31
C4 1.17 0.38 -0.35
C5 0.18 2.00 1.17
C6 -0.02 0.85 0.35
C7 -1.45 -0.92 -0.61
C8 -2.39 0.87 0.46
C9 -1.00 -3.32 -1.04
N1 -1.28 0.26 0.23
N2 -1.05 -2.14 -0.11
O1 -1.85 -0.86 -1.75
O2 -0.37 -2.28 0.94
S1 -3.93 0.92 0.79
H1 3.51 2.52 0.52
H2 3.28 0.65 -0.59
H3 1.61 3.72 1.68
H4 1.17 -0.48 -1.05
H5 -0.73 2.54 1.48
H6 -1.25 -2.89 -2.08
H7 -0.02 -3.69 -1.01
H8 -1.75 -4.05 -0.75

Entry 9:
This record from the Open Molecules 2025 dataset describes a single C9H8N2O2S2 molecule in a non-equilibrium geometry. The level of theory is ωB97M-V/def2-TZVPD.

Output
**Maximum force**: 4.08 eV Å⁻¹
**HOMO level (spin up / spin down)**: -0.2814 / -0.2750 Eh
**Gap between HOMO and LUMO (spin up / spin down)**: 6.1 / 6.5 eV
**Energy above the lowest of the compared OMol25 structures with the same formula, charge and spin**: 208.77 kJ/mol
**Energy**: -38199.1067 eV

Atoms and positions in Å:
C1 1.73 0.15 -1.40
C2 2.31 -0.97 -0.92
C3 0.45 -1.31 0.60
C4 0.50 0.65 -0.84
C5 -0.18 -0.18 0.13
C6 1.67 -1.72 0.08
C7 0.25 1.98 -0.98
C8 -2.00 2.30 -0.23
C9 -2.40 0.87 -0.23
N1 -1.45 0.12 0.58
N2 2.24 -2.94 0.53
O1 3.37 -3.22 0.15
O2 1.58 -3.65 1.27
S1 -2.29 3.25 1.11
S2 -1.75 0.02 2.25
H1 2.21 0.74 -2.16
H2 3.25 -1.34 -1.32
H3 -0.02 -1.92 1.36
H4 0.53 2.63 -1.79
H5 -3.40 0.69 0.17
H6 -2.35 0.47 -1.25
H7 -1.55 4.30 0.71
H8 -2.70 -0.93 2.19

Entry 10:
This record from the Open Molecules 2025 dataset describes a single C9H8N4 molecule in a non-equilibrium geometry. The level of theory is ωB97M-V/def2-TZVPD.

Output
**Maximum force**: 5.54 eV Å⁻¹
**HOMO level**: -0.3436 Eh
**Structure (SMILES)**: c1cc2nnc(C3CC3)nc2cn1
**Gap between HOMO and LUMO**: 8.4 eV
**Energy above the lowest of the compared OMol25 structures with the same formula, charge and spin**: 384.73 kJ/mol
**Energy**: -15419.7492 eV

Atoms and positions in Å:
C1 3.82 -0.03 0.13
C2 3.18 1.11 -0.09
C3 1.77 0.92 0.01
N1 0.90 2.03 -0.02
N2 -0.40 1.80 0.10
C4 -0.91 0.51 0.00
C5 -2.35 0.46 0.02
C6 -3.12 -0.53 0.83
C7 -3.22 -0.58 -0.74
N3 -0.13 -0.59 -0.07
C8 1.18 -0.38 -0.10
C9 2.11 -1.48 -0.06
N4 3.38 -1.32 0.14
H1 4.98 -0.08 0.13
H2 3.45 2.12 -0.30
H3 -2.77 1.39 -0.07
H4 -2.51 -1.37 1.13
H5 -3.88 0.02 1.43
H6 -4.18 0.02 -1.09
H7 -2.94 -1.56 -1.18
H8 1.65 -2.47 -0.21

Entry 11:
This record from the Open Molecules 2025 dataset describes a gas-phase ion, C9H8NO2 (charge -1) in a non-equilibrium geometry. The level of theory is ωB97M-V/def2-TZVPD.

Output
**Net charge**: -1
**Maximum force**: 5.93 eV Å⁻¹
**HOMO level (spin up / spin down)**: -0.0984 / -0.0985 Eh
**Gap between HOMO and LUMO (spin up / spin down)**: 6.2 / 6.2 eV
**Energy above the lowest of the compared OMol25 structures with the same formula, charge and spin**: 251.94 kJ/mol
**Energy**: -15044.9776 eV

Atoms and positions in Å:
C1 -0.32 -1.18 -0.96
C2 0.08 0.54 0.65
C3 -0.82 -0.14 -0.28
C4 -0.37 1.58 1.40
C5 1.48 0.34 0.78
C6 1.95 -0.81 -0.03
C7 3.22 -1.17 -0.20
C8 -2.25 0.38 -0.50
C9 -2.73 1.37 0.59
N1 1.02 -1.55 -0.74
O1 -0.26 2.53 2.10
O2 2.28 1.07 1.38
H1 -0.96 -1.89 -1.66
H2 3.59 -2.02 -0.67
H3 4.10 -0.57 0.21
H4 -2.07 0.83 -1.44
H5 -2.87 -0.51 -0.60
H6 -3.07 0.89 1.39
H7 -3.37 2.24 0.18
H8 1.38 -1.96 -1.59

Entry 12:
This record from the Open Molecules 2025 dataset describes a gas-phase ion, C9H8NO2S (charge -1) in a non-equilibrium geometry. The level of theory is ωB97M-V/def2-TZVPD.

Output
**Net charge**: -1
**Maximum force**: 4.26 eV Å⁻¹
**HOMO level (spin up / spin down)**: -0.1784 / -0.1784 Eh
**Structure (SMILES)**: C[C@H]1N(C(=O)[O-])[C@]12C=CC=CC2=S
**Gap between HOMO and LUMO (spin up / spin down)**: 7.1 / 7.1 eV
**Energy above the lowest of the compared OMol25 structures with the same formula, charge and spin**: 256.36 kJ/mol
**Energy**: -25881.6832 eV

Atoms and positions in Å:
C1 -2.62 -0.09 -0.69
C2 -1.41 -0.54 0.00
N1 -0.43 -1.38 -0.57
C3 0.19 -2.67 0.05
O1 1.37 -2.82 -0.12
O2 -0.68 -3.34 0.65
C4 0.01 -0.01 -0.16
C5 0.81 -0.13 1.12
C6 1.85 0.68 1.45
C7 2.33 1.53 0.39
C8 1.48 1.75 -0.65
C9 0.21 1.21 -0.89
S1 -0.72 2.03 -2.03
H1 -3.48 -0.64 -0.65
H2 -2.47 -0.20 -1.72
H3 -2.68 1.03 -0.60
H4 -1.60 -0.62 1.13
H5 0.61 -0.97 1.86
H6 2.30 0.57 2.47
H7 3.15 2.15 0.37
H8 1.76 2.47 -1.40

Copy entry 1 word for word.
This record from the Open Molecules 2025 dataset describes a single C9H8ClNOS molecule in a non-equilibrium geometry. The level of theory is ωB97M-V/def2-TZVPD.

Output
**Maximum force**: 4.43 eV Å⁻¹
**HOMO level**: -0.2975 Eh
**Gap between HOMO and LUMO**: 8.4 eV
**Energy above the lowest of the compared OMol25 structures with the same formula, charge and spin**: 568.60 kJ/mol
**Energy**: -36351.3865 eV

Atoms and positions in Å:
C1 -2.85 -0.38 0.25
C2 -2.65 1.02 -0.06
C3 -1.83 -1.24 0.40
C4 -1.32 1.38 -0.28
C5 -0.48 -0.81 0.29
C6 -0.28 0.50 0.09
C7 0.51 -1.94 0.37
C8 1.77 -2.01 0.07
C9 1.15 1.14 -0.08
N1 1.93 0.82 0.99
O1 2.92 -1.90 -0.14
S1 1.59 0.71 -1.91
Cl1 3.55 0.75 0.62
H1 -3.93 -0.64 0.51
H2 -3.45 1.65 -0.31
H3 -2.03 -2.27 0.76
H4 -1.08 2.32 -0.91
H5 0.23 -2.93 0.79
H6 1.13 2.35 -0.20
H7 3.74 -0.54 0.90
H8 1.39 2.01 -2.16

energy of number 4 (C9H8ClO3S)?
-38959.4471 eV

What is the formula in the seventh record?
C9H8N2O